Entry from the Open Molecules 2025 dataset: a structure of composition C9H31BrN11O6Pb at a distorted geometry (ωB97M-V/def2-TZVPD).

Calculated values
- frontier orbital gap (eV) = 7.708
- max |F| (eV/Å) = 7.4

Geometry as ORCA input:
```
! wB97M-V def2-TZVPD RIJCOSX def2/J DEFGRID3
* xyz 1 1
Pb 28.45864 15.92902 11.24074
Br 26.14003 16.44960 9.43303
C 30.72601 17.34777 8.21970
O 30.16919 16.94624 9.22791
N 31.93865 17.24289 7.82412
N 30.11580 18.09656 7.38258
H 32.74627 17.10217 8.41409
H 32.07523 17.79096 6.98682
H 29.12273 17.97525 7.52110
H 30.47683 18.41693 6.49537
C 25.58507 16.87182 13.66496
O 26.13128 16.16476 12.87844
N 26.11965 17.51421 14.68284
N 24.32752 17.21839 13.46578
H 25.56097 18.22966 15.12568
H 27.06761 17.35139 14.99100
H 23.79409 17.03444 12.62810
H 23.84418 17.77455 14.15656
C 28.68928 13.52007 8.33765
O 28.60881 14.18569 9.28449
N 27.80879 12.59660 8.12239
N 29.55787 13.57676 7.41050
H 27.19975 12.39566 8.90265
H 27.70683 12.11623 7.23981
H 29.53966 13.00013 6.58148
H 30.28453 14.27821 7.40568
C 28.57943 19.50372 11.59643
O 28.60800 18.30011 11.81934
N 27.68681 20.34540 12.01781
N 29.61068 20.21404 11.08957
H 26.90076 20.02635 12.56593
H 27.71965 21.30026 11.69031
H 30.44647 19.81392 10.68777
H 29.52542 21.21390 10.97509
C 27.60991 13.22017 13.84034
O 27.91767 13.91311 12.84039
N 28.42940 12.57050 14.61005
N 26.37966 13.05577 14.23960
H 28.00571 12.01626 15.34040
H 29.42071 12.73337 14.50579
H 25.62134 13.58720 13.83634
H 26.25640 12.11117 14.57522
C 32.09852 13.95008 10.58292
C 31.24235 13.99396 11.87101
C 32.20121 13.64671 12.98617
O 31.44364 13.67309 14.25467
C 32.18333 12.88682 15.21458
N 30.79881 15.35284 12.06382
H 31.72046 14.60429 9.79731
H 32.11882 12.93252 10.19268
H 33.16054 14.15972 10.71049
H 30.47545 13.22028 11.83388
H 33.05171 14.32823 12.96921
H 32.73789 12.70949 12.83884
H 33.11272 13.43873 15.35511
H 32.38686 11.87064 14.87685
H 31.66888 12.85647 16.17506
H 31.73467 15.73234 12.04819
H 30.74174 15.40650 13.07078
*
```



Entry from the Open Molecules 2025 dataset: a cluster of 7 separate species, C9H31N6O7 in total at a distorted geometry (ωB97M-V/def2-TZVPD).

Calculated values
- frontier orbital gap (eV) = 5.887
- max |F| (eV/Å) = 6.6

Geometry as ORCA input:
```
! wB97M-V def2-TZVPD RIJCOSX def2/J DEFGRID3
* xyz -1 1
O -0.32035 0.70805 -0.38031
H 0.11750 0.46318 -1.21868
C 2.25815 -5.31453 3.73020
C 1.29163 -4.07436 3.52425
O 2.01631 -2.93704 3.06724
H 1.68013 -6.16165 4.09950
H 3.06268 -5.00476 4.39719
H 2.71658 -5.66464 2.80534
H 0.65934 -3.88059 4.39072
H 0.54439 -4.36743 2.78680
H 1.40460 -2.53634 2.44527
C -5.07731 6.98638 -0.80220
C -4.00299 6.14865 -0.05242
O -3.71965 5.06924 -0.97136
H -5.28684 7.78875 -0.09482
H -5.99593 6.42211 -0.96291
H -4.73460 7.41507 -1.74394
H -4.32711 5.68092 0.87724
H -3.16712 6.83276 0.09391
H -3.24031 4.34615 -0.56030
C 4.13506 -4.70094 -3.33191
C 4.76390 -5.86273 -4.16254
O 3.98523 -7.01354 -3.94502
H 4.18002 -4.85639 -2.25399
H 3.06253 -4.68283 -3.52541
H 4.45834 -3.70833 -3.64545
H 5.76113 -6.00549 -3.74630
H 4.93681 -5.72057 -5.22930
H 4.44315 -7.67971 -3.42721
C -4.46393 -2.80817 0.03114
O -5.26338 -3.78069 0.11270
N -3.52485 -2.82602 -0.87693
N -4.46280 -1.76330 0.79119
H -3.44321 -3.65492 -1.44820
H -2.78645 -2.14557 -0.76808
H -4.81918 -1.81097 1.73502
H -3.68559 -1.16590 0.54796
C 2.77569 3.96704 -4.04717
O 3.67646 4.53421 -4.65909
N 2.73600 3.72804 -2.77075
N 1.62615 3.64123 -4.49851
H 3.52801 4.10441 -2.26958
H 2.06036 3.12660 -2.32146
H 0.91434 3.34564 -3.84579
H 1.37254 3.90541 -5.43978
C -0.14075 2.87115 5.21227
O 0.09772 3.02954 6.40125
N -1.20308 2.22215 4.77588
N 0.53856 3.30316 4.22352
H -1.06392 2.02722 3.79469
H -1.82899 1.80713 5.45123
H 1.44593 3.71189 4.39593
H 0.30916 2.94137 3.30887
*
```



Entry from the Open Molecules 2025 dataset: a structure of composition C9H31NO8Si2 at a distorted geometry (ωB97M-V/def2-TZVPD).

Calculated values
- frontier orbital gap (eV) = 10.086
- max |F| (eV/Å) = 4.0

Geometry as ORCA input:
```
! wB97M-V def2-TZVPD RIJCOSX def2/J DEFGRID3
* xyz 0 1
C 1.26176 -1.85643 1.46901
C 0.99414 -0.90768 2.59902
O 1.49687 -1.07324 3.63385
N 0.09768 0.20665 2.44316
Si 0.91311 1.74444 2.09033
O 2.57670 1.58146 2.20014
Si 3.38946 1.30855 0.75267
C -1.00886 -0.10424 1.55585
C -0.96072 0.08943 0.05193
O -1.98525 -0.51968 2.02972
H 0.37619 -2.39411 1.11114
H 1.95227 -2.59778 1.84511
H 1.75378 -1.39616 0.61530
H 0.52990 2.69507 3.14572
H 0.50838 2.32024 0.79992
H 4.04636 -0.01198 0.86326
H 2.48468 1.23732 -0.40912
H 4.47209 2.28672 0.53135
H 0.02367 0.28814 -0.35659
H -1.30887 -0.84241 -0.37965
H -1.69774 0.84051 -0.20878
C -0.94523 -4.50589 -0.80682
O 0.26363 -3.94275 -0.29215
H -1.54844 -3.69801 -1.21244
H -0.72400 -5.22258 -1.60093
H -1.50173 -5.00519 -0.01101
H 0.78652 -4.66913 0.06445
C -4.10717 1.87845 -2.38737
O -2.90090 1.43276 -2.99388
H -4.58546 1.02432 -1.91329
H -3.89824 2.63775 -1.62819
H -4.78301 2.29439 -3.13960
H -2.49030 2.20015 -3.41064
C -0.64581 3.97144 -5.57284
O -1.94232 3.74808 -5.02124
H 0.08387 3.48836 -4.92859
H -0.57913 3.54185 -6.57476
H -0.43074 5.04131 -5.61881
H -2.58023 4.17871 -5.59841
C -1.11107 1.23692 5.88417
O -1.44922 2.37657 5.09681
H -0.81110 1.58621 6.86936
H -1.97374 0.57369 5.98605
H -0.28203 0.68943 5.42872
H -1.71224 2.05167 4.22981
C 3.10886 -3.20243 -1.49438
O 3.96677 -2.99892 -0.36996
H 2.83981 -2.23013 -1.90070
H 3.63331 -3.78134 -2.26019
H 2.20426 -3.72643 -1.18665
H 4.19952 -3.86407 -0.01986
*
```



Entry from the Open Molecules 2025 dataset: a cluster of 6 separate species, C9H31O6 in total at a distorted geometry (ωB97M-V/def2-TZVPD).

Calculated values
- frontier orbital gap (eV) = 10.334
- max |F| (eV/Å) = 4.1

Geometry as ORCA input:
```
! wB97M-V def2-TZVPD RIJCOSX def2/J DEFGRID3
* xyz 1 1
O -0.19103 0.81437 -0.16450
H 0.00763 -0.01547 -0.60438
H 0.00192 0.84267 0.77548
H 0.06053 1.62508 -0.61289
C 2.35121 -1.23523 -0.05414
C 2.57702 -0.31327 -1.30290
C 3.70670 -0.89335 -2.14991
O 1.39906 -0.32267 -2.04272
H 1.57639 -0.95662 0.66008
H 3.16710 -1.49152 0.62167
H 1.95062 -2.18176 -0.41707
H 2.87158 0.65373 -0.89515
H 3.52965 -1.82597 -2.68559
H 4.57201 -1.12794 -1.52998
H 4.03023 -0.11218 -2.83781
H 1.51773 -0.75009 -2.89409
C -0.78603 -2.80427 1.44720
C -1.10003 -2.61529 -0.09952
C -1.97035 -3.87362 -0.60888
O -1.77861 -1.34144 -0.05923
H -0.16619 -3.68417 1.61948
H -1.65035 -2.94097 2.09709
H -0.20500 -1.98053 1.86186
H -0.16663 -2.55470 -0.65915
H -2.27475 -3.61254 -1.62242
H -2.92875 -3.99652 -0.10445
H -1.45437 -4.83176 -0.67078
H -2.72216 -1.51505 -0.02527
C -1.78103 4.09466 1.45886
O -0.90647 3.50290 0.50231
H -1.55529 5.14373 1.65014
H -2.72863 3.95444 0.93878
H -1.73035 3.49310 2.36642
H -0.00048 3.66804 0.77340
C -0.76141 -0.05664 3.67421
O -0.00109 0.59417 2.73329
H -0.37135 -0.98661 4.08786
H -0.97311 0.46532 4.60739
H -1.74853 -0.27696 3.26780
H 0.69547 1.10396 3.15341
C -1.03828 3.00130 -2.81418
O 0.19056 2.58957 -2.31161
H -1.57150 2.19312 -3.31481
H -1.61396 3.38299 -1.97097
H -0.81032 3.82863 -3.48625
H 0.78063 3.34537 -2.35807
*
```



Copy entry 1 word for word.
Entry from the Open Molecules 2025 dataset: a structure of composition C9H31BrN11O6Pb at a distorted geometry (ωB97M-V/def2-TZVPD).

Calculated values
- frontier orbital gap (eV) = 7.708
- max |F| (eV/Å) = 7.4

Geometry as ORCA input:
```
! wB97M-V def2-TZVPD RIJCOSX def2/J DEFGRID3
* xyz 1 1
Pb 28.45864 15.92902 11.24074
Br 26.14003 16.44960 9.43303
C 30.72601 17.34777 8.21970
O 30.16919 16.94624 9.22791
N 31.93865 17.24289 7.82412
N 30.11580 18.09656 7.38258
H 32.74627 17.10217 8.41409
H 32.07523 17.79096 6.98682
H 29.12273 17.97525 7.52110
H 30.47683 18.41693 6.49537
C 25.58507 16.87182 13.66496
O 26.13128 16.16476 12.87844
N 26.11965 17.51421 14.68284
N 24.32752 17.21839 13.46578
H 25.56097 18.22966 15.12568
H 27.06761 17.35139 14.99100
H 23.79409 17.03444 12.62810
H 23.84418 17.77455 14.15656
C 28.68928 13.52007 8.33765
O 28.60881 14.18569 9.28449
N 27.80879 12.59660 8.12239
N 29.55787 13.57676 7.41050
H 27.19975 12.39566 8.90265
H 27.70683 12.11623 7.23981
H 29.53966 13.00013 6.58148
H 30.28453 14.27821 7.40568
C 28.57943 19.50372 11.59643
O 28.60800 18.30011 11.81934
N 27.68681 20.34540 12.01781
N 29.61068 20.21404 11.08957
H 26.90076 20.02635 12.56593
H 27.71965 21.30026 11.69031
H 30.44647 19.81392 10.68777
H 29.52542 21.21390 10.97509
C 27.60991 13.22017 13.84034
O 27.91767 13.91311 12.84039
N 28.42940 12.57050 14.61005
N 26.37966 13.05577 14.23960
H 28.00571 12.01626 15.34040
H 29.42071 12.73337 14.50579
H 25.62134 13.58720 13.83634
H 26.25640 12.11117 14.57522
C 32.09852 13.95008 10.58292
C 31.24235 13.99396 11.87101
C 32.20121 13.64671 12.98617
O 31.44364 13.67309 14.25467
C 32.18333 12.88682 15.21458
N 30.79881 15.35284 12.06382
H 31.72046 14.60429 9.79731
H 32.11882 12.93252 10.19268
H 33.16054 14.15972 10.71049
H 30.47545 13.22028 11.83388
H 33.05171 14.32823 12.96921
H 32.73789 12.70949 12.83884
H 33.11272 13.43873 15.35511
H 32.38686 11.87064 14.87685
H 31.66888 12.85647 16.17506
H 31.73467 15.73234 12.04819
H 30.74174 15.40650 13.07078
*
```



- Which of these has the highest max |F|?
  C9H31BrN11O6Pb